1.
DFT (ωB97M-V/def2-TZVPD) results for a gas-phase ion, C44H76N16O5 (charge +2).

For the LUMO energy, the calculation gives -0.120 Eh. For the HOMO-LUMO gap, the calculation gives 9.974 eV. The total charge is +2. The multiplicity is 1. Its HOMO energy is -13.25 eV.

Geometry as XYZ:
```
141
Properties=species:S:1:pos:R:3:lowdin_charge:R:1
C 5.389 0.191 -4.718 -0.249
H 0.694 -6.642 -1.276 0.058
H -6.665 -2.048 -3.278 0.142
H -0.889 -5.052 -0.089 0.127
C -1.158 -4.260 -2.007 -0.108
C -1.640 0.572 -2.503 -0.164
H -1.141 5.857 2.915 0.135
H 2.386 0.234 1.202 0.094
H 0.247 1.433 -0.486 0.115
N 0.475 5.022 0.132 -0.033
C -6.112 -1.806 -2.364 -0.154
C 2.272 -3.477 2.314 0.040
C -1.609 0.831 3.782 -0.096
H 4.724 0.506 -0.204 0.071
H 1.646 -1.155 3.819 0.153
H -4.708 3.007 -1.668 0.152
C -3.719 2.271 -0.132 -0.403
C 2.187 0.277 2.273 -0.131
H 4.694 2.426 2.966 0.122
C 0.468 5.598 1.467 -0.087
O -5.069 -0.886 -2.671 -0.192
H 3.663 -0.702 -3.769 0.074
O -5.035 -2.759 -0.473 -0.157
H -3.852 -0.759 1.856 0.111
H -1.254 -1.534 -2.201 0.118
H 5.585 0.935 -5.492 0.112
N -1.828 4.863 1.213 -0.046
H 3.750 2.147 1.516 0.078
H -0.399 -3.343 -0.277 0.105
H 4.218 -6.815 -0.174 0.116
H -6.551 1.602 -1.211 0.132
H 6.148 0.496 2.461 0.129
N -4.535 2.127 -1.203 0.058
C 1.053 3.171 -1.422 -0.162
H -1.848 6.818 0.557 0.133
C -2.687 1.521 1.725 -0.326
C 3.452 0.663 3.051 -0.173
C -5.572 1.131 -1.349 -0.130
H -2.188 1.238 4.619 0.139
H -3.213 -5.398 0.583 0.143
H -0.202 6.544 -1.129 0.135
H 0.855 3.862 -2.244 0.152
H -2.413 1.239 -2.118 0.087
C -0.329 1.358 -2.578 -0.165
H -5.441 0.379 -0.568 0.118
C 4.345 2.104 -2.314 -0.259
H 2.122 -4.659 -0.693 0.091
H -3.108 -0.190 -0.274 0.091
C 3.336 -4.057 1.645 -0.267
C 1.184 3.899 -0.060 -0.388
N -3.438 1.212 0.645 0.150
H 7.143 0.600 -3.570 0.113
H -3.707 -0.762 3.621 0.136
H -2.823 -1.883 -0.514 0.107
H 3.122 3.712 -3.281 0.139
C 3.267 2.928 -2.569 0.038
H 3.362 0.910 -4.432 0.053
H 4.032 -0.230 3.289 0.107
H 4.555 -0.721 1.014 0.067
O -2.384 -3.611 -0.055 -0.205
N -0.797 -1.333 3.045 -0.035
H -1.511 -1.011 4.951 0.135
N -2.126 2.702 1.951 0.195
C 6.063 0.622 -3.416 -0.208
C -0.797 5.106 2.198 -0.090
H 1.987 -7.713 -0.749 0.081
H 1.176 -6.679 0.424 0.062
H 6.211 1.767 1.232 0.126
N 2.319 2.545 -1.685 -0.078
H -4.765 0.978 -3.360 0.125
O 1.923 3.436 0.788 0.068
H 4.607 -5.117 -0.463 0.105
C -0.055 2.119 -1.279 -0.127
H 1.437 -3.899 2.832 0.140
H 6.053 -0.465 0.293 0.150
C 5.684 2.036 -2.952 -0.129
C 1.639 -1.081 2.726 -0.163
C 5.577 0.999 1.677 -0.172
C -2.096 -1.828 2.615 -0.089
H -0.784 4.918 -1.544 0.112
H 1.426 1.043 2.424 0.118
N -3.184 3.477 -0.007 0.182
H -3.518 -4.973 -1.118 0.126
H -0.405 2.073 -3.400 0.123
N 2.767 1.568 -0.930 0.094
H 0.476 6.685 1.371 0.133
H -1.983 -2.223 1.606 0.090
H -0.882 1.584 3.475 0.105
H -2.384 -2.647 3.282 0.138
H -6.272 -3.851 -1.727 0.141
O 0.094 -1.666 1.001 0.056
C -5.502 0.460 -2.741 -0.163
C 2.564 -5.640 -0.885 -0.259
H -1.294 -4.505 -4.236 0.034
H -1.935 0.273 -3.509 0.123
N 3.975 1.298 -1.295 0.055
H -0.613 4.169 2.723 0.109
H 4.602 -5.711 1.938 0.124
C 3.665 -5.488 1.422 -0.139
H 3.501 -0.471 -5.510 0.074
H -4.684 -3.415 -2.418 0.134
C 3.848 -5.795 -0.069 -0.206
C 1.541 -6.734 -0.600 -0.106
C -3.428 -4.569 -0.103 -0.161
H 2.825 -5.679 -1.945 0.110
N -2.856 -0.952 -0.974 0.177
C 3.886 -0.029 -4.595 -0.106
C -2.372 3.649 1.043 -0.356
N 5.222 0.015 0.635 0.126
H -5.538 -4.608 0.318 0.138
H 0.055 -0.253 4.648 0.122
H -4.605 -3.478 1.338 0.128
H 1.368 5.278 1.991 0.127
C -1.553 -0.666 -1.611 -0.141
C 4.341 1.653 2.285 -0.173
C -1.258 -4.378 -3.195 0.153
C 0.231 -1.346 2.172 -0.383
H 5.710 2.723 -3.797 0.125
N 4.105 -3.052 1.184 0.112
C -1.830 5.814 0.130 -0.103
C -3.145 -0.700 2.682 -0.092
H 2.883 -6.111 1.855 0.112
H -3.629 -0.988 -1.677 0.111
H -0.967 2.629 -0.963 0.100
C -4.721 -3.877 0.327 -0.162
N -2.463 0.567 2.644 -0.044
N 2.473 -2.146 2.211 -0.062
H -2.723 5.662 -0.473 0.117
H 5.851 -0.744 -5.040 0.110
N 3.583 -1.929 1.520 0.000
H 0.497 0.681 -2.799 0.119
H 5.819 -0.096 -2.630 0.098
C -0.913 -0.480 4.207 -0.093
H 6.425 2.377 -2.223 0.120
H 3.152 1.106 4.002 0.118
H -6.798 -1.371 -1.630 0.138
C -0.553 5.590 -0.720 -0.091
C -5.504 -3.070 -1.775 -0.163
C -1.140 -4.095 -0.564 -0.201
H -6.470 0.510 -3.247 0.130
H -0.814 -0.532 -0.819 0.101
```

***

2.
DFT (ωB97M-V/def2-TZVPD) results for a molecular structure, C35H37ClCoO4P2.

For the LUMO energy (spin up / spin down), the calculation gives -0.024 / -0.024 Eh. For the HOMO-LUMO gap (spin up / spin down), the calculation gives 4.048 / 5.656 eV. The total charge is 0. The multiplicity is 4. Its HOMO energy (spin up / spin down) is -4.69 / -6.30 eV.

Geometry as XYZ:
```
80
Properties=species:S:1:pos:R:3:lowdin_charge:R:1
C 2.439 -2.526 -2.246 -0.333
Co 4.597 -1.070 -1.053 0.538
O -3.004 0.199 -0.179 -0.275
H 1.499 -5.000 1.048 0.099
C -1.458 -4.559 -1.488 -0.089
H -2.086 -0.174 -0.073 0.026
C 4.863 0.192 -3.041 -0.172
Cl -2.958 1.725 0.744 1.064
C -1.263 -5.770 -0.791 -0.086
H -0.564 -1.306 0.842 0.075
H 7.693 0.556 -1.368 0.106
C 5.925 -2.305 -0.982 -0.298
O -2.406 1.393 2.041 -0.419
P 2.003 -2.738 -0.517 1.037
H -0.416 0.434 1.441 0.079
C 4.352 3.914 -0.311 -0.079
H 4.402 -4.134 0.291 0.110
H 6.889 -2.100 -3.625 0.098
C 2.398 -1.320 -2.959 -0.349
C 0.534 -3.742 -0.450 -0.373
H 4.878 4.742 0.189 0.107
H 4.681 -3.562 -2.254 0.087
C 0.309 1.804 -5.755 -0.090
O -2.042 2.551 -0.033 -0.413
H -1.945 -6.605 -0.997 0.100
C 4.128 -3.496 1.138 -0.147
H 6.051 -0.427 -4.794 0.111
H -0.471 1.500 -1.894 0.071
H 1.398 -1.909 2.380 0.087
H 4.148 4.952 -2.193 0.098
C 4.930 -3.384 2.266 -0.086
C -0.295 1.563 -2.972 -0.104
H 4.253 2.578 1.409 0.105
H 2.550 -3.485 -2.767 0.077
H 4.437 -1.008 -4.743 0.082
C 5.801 -2.171 -3.545 -0.173
H 2.658 -1.800 4.376 0.118
H 2.177 0.704 -5.264 0.097
C -0.218 -5.933 0.143 -0.087
H -0.101 -6.883 0.671 0.104
C -0.868 2.324 -5.175 -0.102
C 2.411 -2.305 2.294 -0.094
C 5.227 -2.613 -2.229 -0.208
H 7.495 -0.428 -2.788 0.097
H 3.211 0.802 0.417 0.087
C 4.023 2.733 0.360 -0.105
C 7.061 -0.212 -1.808 -0.175
C 0.900 1.014 -3.539 -0.375
H 7.195 -1.127 0.148 0.113
H 5.872 -2.922 -0.109 0.054
H 8.120 -1.920 -1.119 0.113
C 4.459 -2.765 3.444 -0.076
H -1.556 2.838 -5.850 0.093
H -2.274 -4.432 -2.193 0.102
P 2.031 0.282 -2.319 1.018
C 7.151 -1.451 -0.911 -0.213
C 3.154 -2.238 3.474 -0.078
C 0.047 -0.428 0.904 -0.121
H -0.647 -2.580 -1.815 0.100
C 1.223 1.121 -4.922 -0.093
C 5.600 0.297 -1.814 -0.267
H 5.542 -2.885 -4.265 0.082
C 5.284 -0.766 -4.085 -0.195
C 3.173 3.033 -2.264 -0.082
C 3.918 4.048 -1.639 -0.084
H 5.384 1.122 -1.067 0.100
H 2.559 -1.352 -4.042 0.064
H 5.022 -2.713 4.359 0.092
C 3.330 1.685 -0.250 -0.165
C -1.210 2.233 -3.800 -0.074
H 0.583 1.912 -6.834 0.111
H -2.142 2.687 -3.379 0.114
O 1.254 -0.524 0.799 -0.140
C 2.945 -2.739 1.031 -0.355
H 4.234 0.966 -3.419 0.059
C 0.683 -4.902 0.342 -0.096
H 5.939 -3.775 2.291 0.105
H 2.920 3.169 -3.329 0.110
C 2.810 1.849 -1.557 -0.314
C -0.558 -3.528 -1.308 -0.105
```

***

3.
DFT (ωB97M-V/def2-TZVPD) results for 4 unconnected molecules or ions with the total composition H8O4.

For the LUMO energy, the calculation gives 0.010 Eh. For the HOMO-LUMO gap, the calculation gives 10.484 eV. The total charge is 0. The calculation puts the energy above the lowest of the compared OMol25 structures with the same formula, charge and spin at 21.4 kcal per mole. The structure (SMILES) is O.O.O.O. The multiplicity is 1. Its HOMO energy is -10.21 eV.

Geometry as XYZ:
```
12
Properties=species:S:1:pos:R:3:lowdin_charge:R:1
H 1.484 0.367 0.133 -0.034
H -0.009 -0.949 1.758 0.064
O 2.239 0.371 -0.452 -0.081
H 0.491 -1.406 -1.100 0.017
H -2.899 1.187 0.823 0.038
O 0.080 -0.363 1.008 -0.035
H -0.621 0.266 1.191 0.018
O -2.181 1.688 1.170 -0.007
H 2.323 -0.576 -0.649 0.017
O 0.893 -1.654 -1.942 -0.020
H 0.290 -1.371 -2.560 -0.006
H -2.091 2.437 0.622 0.030
```

***

4.
DFT (ωB97M-V/def2-TZVPD) results for 2 unconnected molecules or ions with the total composition C3H8IO.

For the LUMO energy, the calculation gives 0.126 Eh. For the HOMO-LUMO gap, the calculation gives 6.627 eV. The total charge is -1. The calculation puts the energy above the lowest of the compared OMol25 structures with the same formula, charge and spin at 13.1 kcal per mole. The multiplicity is 1. Its HOMO energy is -3.19 eV.

Geometry as XYZ:
```
13
Properties=species:S:1:pos:R:3:lowdin_charge:R:1
H -0.256 1.711 0.940 0.071
O 0.819 -1.331 -0.023 -0.082
C -0.388 0.233 -1.414 -0.071
C 0.463 0.893 0.872 -0.070
H 0.689 0.518 1.869 0.067
C -0.101 -0.245 0.014 -0.518
H -1.013 -0.643 0.459 0.046
H -0.677 1.282 -1.516 0.067
H 1.528 -1.101 -0.633 0.069
H 1.385 1.240 0.394 0.071
I -1.720 -2.294 2.965 -0.790
H -1.196 -0.367 -1.843 0.073
H 0.469 0.104 -2.084 0.066
```

***

In the order shown, the computed max |F| values come out to 1.0; 4.6; 3.4; 0.8 eV/A.